2 unconnected molecules or ions with the total composition CH5NS2. Source: OMol25; level of theory: wB97M-V/def2-TZVPD.

Charge ... 0
Energy relative to the best compared isomer or geometry (same formula, charge and spin) ... 50.2 kcal/mol
Orbital gap ... 7.1 eV
HOMO ... -7.835 eV
SMILES ... [NH3+][S-].C=S
DFT total energy ... -24276.158 eV

XYZ file:
```
9
Properties=species:S:1:pos:R:3:forces:R:3
C -1.710348 1.393988 -0.097977 -0.50 -1.39 1.69
N 1.331498 -1.144163 0.016630 0.42 -2.04 0.08
S -1.846870 -0.234446 0.137476 -0.13 1.70 -0.47
S 1.716237 0.658002 0.032527 0.11 -0.43 0.37
H -0.778259 1.823562 -0.453182 -0.14 -0.01 -0.27
H -2.485991 2.047796 0.377852 0.63 -0.48 -0.89
H 1.924987 -1.512644 -0.811590 -1.89 0.49 1.68
H 1.589378 -1.783852 0.868278 -0.27 1.95 -1.72
H 0.259367 -1.248243 -0.070013 1.78 0.19 -0.48
```
Forces are in eV/Å.